Record 1
{
  "formula": "C14H19BrF4N2O4",
  "method": "ωB97M-V/def2-TZVPD",
  "elements": ["C", "O", "C", "C", "C", "C", "C", "O", "C", "N", "N", "C", "F", "F", "C", "F", "F", "C", "C", "C", "O", "C", "C", "O", "H", "H", "H", "H", "H", "H", "H", "H", "H", "H", "H", "H", "H", "H", "H", "H", "H", "H", "H", "Br"],
  "coordinates": [[-3.06197, 1.90655, 1.97922], [-1.81413, 2.01810, 1.29225], [-1.06865, 0.82375, 1.25529], [-0.78374, 0.44483, -0.20059], [-1.68318, -0.35973, -0.93419], [-2.93433, -0.91587, -0.41664], [-2.72483, -2.30283, 0.25936], [-2.43473, -3.31542, -0.70771], [-1.30152, -0.65573, -2.27020], [-0.21472, -0.25714, -2.84743], [0.56529, 0.50932, -2.12219], [1.77693, 0.98790, -2.82987], [1.73522, 0.55069, -4.08873], [1.79470, 2.32085, -2.92103], [3.10231, 0.38825, -2.21889], [3.99450, 1.37499, -2.02184], [3.65594, -0.44857, -3.11971], [0.37839, 0.89348, -0.84712], [1.29501, 1.79984, -0.04518], [2.34699, 1.07103, 0.83389], [1.79414, -0.07833, 1.49171], [2.78501, -0.74113, 2.18294], [2.76370, -2.26332, 2.12863], [3.62395, -0.17133, 2.83872], [-3.26516, 2.89167, 2.41756], [-3.04104, 1.18776, 2.80974], [-3.90027, 1.70411, 1.30452], [-0.15654, 0.93574, 1.84413], [-1.62543, -0.00616, 1.70864], [-3.43693, -0.26566, 0.29460], [-3.64400, -1.07151, -1.22835], [-1.95178, -2.24055, 1.03659], [-3.68848, -2.58296, 0.69227], [-1.48248, -3.44832, -0.71835], [-1.99832, -1.26669, -2.83855], [2.91508, -0.21353, -1.32625], [1.85143, 2.53655, -0.62825], [0.67840, 2.36999, 0.65069], [3.27658, 0.84434, 0.30786], [2.62400, 1.79553, 1.60879], [2.62782, -2.55863, 1.08256], [1.87815, -2.58845, 2.68715], [3.67136, -2.68119, 2.55168], [-4.92267, 1.07779, -0.92770]],
  "forces_ev_per_a": [[-0.6, 0.9, 0.5], [0.2, -0.4, 0.1], [-0.4, -0.2, -0.2], [-0.2, -0.5, -0.1], [0.8, 0.8, 0.2], [0.4, -1.5, 0.6], [-0.2, 0.2, -0.5], [0.4, 0.2, 0.3], [-1.1, -0.4, 0.5], [-0.2, -0.1, -0.2], [1.4, 1.1, 0.2], [0.6, -0.5, -1.6], [-0.4, -0.1, 0.1], [-0.1, 0.0, 0.7], [0.3, -0.2, -0.4], [-0.3, 0.1, 0.5], [-0.2, 0.0, 0.0], [-1.1, 0.0, 1.0], [0.7, -0.4, 0.1], [-0.3, 1.3, 0.6], [1.0, -0.8, -0.8], [1.1, -0.6, 1.5], [-1.1, 0.8, -0.6], [-0.7, 0.2, -0.9], [0.2, -0.2, -0.1], [0.2, 0.0, -0.2], [0.3, -0.2, -0.1], [-0.1, -0.1, -0.2], [0.1, 0.1, -0.1], [0.2, 0.1, -0.1], [0.1, 0.1, 0.1], [-0.2, -0.2, 0.0], [0.2, 0.1, 0.2], [0.0, -0.1, -0.1], [0.4, 0.1, -0.2], [0.0, 0.3, 0.1], [-0.2, -0.2, -0.1], [-0.2, 0.0, -0.4], [-0.2, -0.3, 0.0], [0.1, -0.1, -0.2], [0.0, -0.2, 0.2], [0.2, -0.2, -0.1], [-0.1, 0.2, 0.0], [-0.8, 0.9, -0.5]],
  "e_lumo_ev": -1.94,
  "homo_energy_ev": -6.91,
  "total_charge": 0,
  "homo_lumo_gap_ev": 4.967,
  "e_tot_ev": -106905.2942
}

---

Record 2
{
  "formula": "C6H10S",
  "method": "ωB97M-V/def2-TZVPD",
  "elements": ["C", "C", "S", "C", "C", "C", "C", "H", "H", "H", "H", "H", "H", "H", "H", "H", "H"],
  "coordinates": [[1.75249, -0.07649, -0.24827], [0.43089, -0.63078, 0.09926], [0.63265, -2.17640, 1.08292], [-0.19437, 0.72381, 1.16005], [-1.24944, 1.24420, 0.57495], [-1.60634, 0.63719, -0.72554], [-0.76891, -0.66128, -0.90268], [1.75018, 0.93152, -0.74149], [2.38758, -0.83192, -0.73983], [2.41338, 0.22894, 0.64988], [1.81297, -1.79055, 1.70488], [0.27596, 1.09356, 2.01346], [-1.82242, 2.11769, 0.85970], [-2.58599, 0.30827, -0.78921], [-1.53641, 1.25597, -1.53701], [-1.31539, -1.53917, -0.56615], [-0.37681, -0.83456, -1.89490]],
  "forces_ev_per_a": [[2.9, 1.3, 0.2], [-2.0, 3.4, 3.6], [0.7, 0.7, 0.0], [-0.1, -2.8, -2.9], [0.0, 0.3, -0.5], [1.1, -2.6, 1.0], [1.5, -0.1, 1.4], [-0.4, -1.2, -0.3], [-0.2, 0.5, -0.5], [-1.3, -0.8, -0.7], [-1.0, -0.3, -0.5], [0.9, 0.1, 1.4], [0.2, 0.1, 0.5], [-2.4, -0.4, 0.3], [0.7, 2.0, -2.0], [-0.5, 0.0, -0.4], [-0.2, 0.0, -0.4]],
  "e_lumo_ev": 0.89,
  "homo_energy_ev": -8.72,
  "total_charge": 0,
  "homo_lumo_gap_ev": 9.612,
  "de_lowest_ev": 2.248,
  "smiles": "C[C@@]1(S)C=CCC1",
  "e_tot_ev": -17217.3758
}

---

Record 3
{
  "formula": "C11H22N4O4",
  "method": "ωB97M-V/def2-TZVPD",
  "elements": ["N", "C", "C", "C", "C", "C", "N", "C", "O", "C", "N", "C", "C", "C", "N", "O", "C", "O", "O", "H", "H", "H", "H", "H", "H", "H", "H", "H", "H", "H", "H", "H", "H", "H", "H", "H", "H", "H", "H", "H", "H"],
  "coordinates": [[-1.66212, -2.43246, -1.20085], [-2.87834, -1.64782, -1.44662], [-3.59039, -1.54946, -0.12399], [-2.93715, -0.59413, 0.83351], [-2.75257, 0.87739, 0.31511], [-1.38443, 1.22752, -0.30221], [-0.32139, 0.99260, 0.57823], [0.74275, 0.21524, 0.33060], [0.86587, -0.54452, -0.61039], [1.88325, 0.34061, 1.36949], [1.22241, 0.32142, 2.66474], [2.88987, -0.76837, 1.08094], [4.14510, -0.24153, 0.24812], [4.05687, 0.31685, -1.18111], [3.64661, -0.58239, -2.13939], [4.32490, 1.43548, -1.52593], [-1.47739, 2.67129, -0.71520], [-2.32174, 3.06172, -1.49457], [-0.66144, 3.58715, -0.12985], [-1.03151, -1.97788, -0.49606], [-1.17495, -2.54360, -2.09550], [-2.72955, -0.58060, -1.87237], [-3.41519, -2.16062, -2.24032], [-4.60025, -1.20088, -0.20123], [-3.61781, -2.51617, 0.39274], [-3.54646, -0.55101, 1.73749], [-2.01825, -1.02192, 1.26507], [-2.71159, 1.41351, 1.29987], [-3.51233, 1.33700, -0.23950], [-1.13357, 0.65334, -1.19007], [-0.30090, 1.54083, 1.43429], [2.35667, 1.30555, 1.25608], [1.84757, 0.57617, 3.40500], [0.83402, -0.59916, 2.90384], [2.44542, -1.55527, 0.54836], [3.37536, -1.11937, 1.99951], [4.58851, 0.56955, 0.74976], [4.88053, -1.05468, 0.16678], [3.20131, -0.18166, -2.95958], [3.31607, -1.48029, -1.86508], [-0.84379, 4.46052, -0.54973]],
  "forces_ev_per_a": [[0.7, 0.6, -0.1], [0.7, 0.9, -0.3], [-0.3, -0.3, 0.4], [0.3, 0.8, 0.1], [1.9, -0.9, 3.1], [-0.4, -0.1, -0.7], [0.7, 0.4, 1.4], [0.9, 0.3, 0.2], [-0.5, 0.0, -0.6], [-0.9, -1.0, -0.2], [-0.3, -0.4, 0.5], [2.4, 1.8, -0.2], [-0.5, -0.8, -0.7], [-1.5, -1.6, -0.6], [0.0, 0.2, -0.2], [0.4, 1.2, 0.6], [-1.0, 2.0, -1.0], [0.4, -0.6, 0.2], [0.3, -0.4, -0.1], [-0.7, -0.5, -1.4], [0.2, 0.1, 0.7], [0.0, -1.4, 0.6], [-0.4, -0.2, 0.2], [-0.8, 0.1, -0.5], [-0.1, -0.1, -0.5], [-0.3, 0.2, -0.1], [0.2, 0.4, -0.5], [-0.2, 0.2, -0.8], [-1.4, 0.0, -0.9], [-0.4, -0.1, -0.3], [0.2, -0.3, -0.1], [0.1, 0.4, -0.1], [0.3, 0.1, 0.3], [0.3, 0.5, -0.3], [-0.7, -1.2, -0.4], [-0.4, 0.0, 0.0], [0.7, 0.9, 1.1], [-0.1, 0.1, 0.3], [0.4, -0.1, 0.3], [-0.4, -0.3, 0.2], [-0.1, -0.9, 0.3]],
  "e_lumo_ev": 0.57,
  "homo_energy_ev": -9.05,
  "total_charge": 0,
  "homo_lumo_gap_ev": 9.619,
  "de_lowest_ev": 1.229,
  "smiles": "NCCCC[C@H](NC(=O)[C@@H](N)CCC(N)=O)C(=O)O",
  "e_tot_ev": -25915.2636
}

---

Record 4
{
  "formula": "C5H34NO10",
  "method": "ωB97M-V/def2-TZVPD",
  "elements": ["C", "C", "C", "C", "C", "N", "H", "H", "H", "H", "H", "H", "H", "H", "H", "H", "H", "H", "H", "H", "H", "H", "O", "H", "H", "O", "H", "H", "O", "H", "H", "O", "H", "H", "O", "H", "H", "O", "H", "H", "O", "H", "H", "O", "H", "H", "O", "H", "H", "O"],
  "coordinates": [[-1.08116, -2.68281, 0.71275], [-0.73374, -1.32218, 0.09905], [0.49067, -1.35087, -0.86486], [0.72720, -0.07056, -1.61872], [-0.42639, 0.34418, -2.55144], [-0.37519, -0.30955, 1.18494], [-1.65108, -2.56136, 1.64681], [-1.49084, -3.49202, 0.11269], [-0.09637, -3.08133, 0.99302], [-1.65354, -1.08843, -0.42857], [0.22631, -2.15306, -1.60377], [1.40854, -1.81327, -0.46700], [1.69442, -0.12721, -2.15086], [0.96948, 0.80289, -0.96956], [-1.05717, -0.51605, -2.79042], [0.01994, 0.78805, -3.45395], [-0.90947, 1.19515, -2.07768], [-1.09692, -0.19231, 1.90445], [0.56236, -0.53563, 1.57718], [-0.14008, 0.65393, 0.80411], [4.36427, 1.55760, 1.01805], [3.99576, 2.92766, 1.66864], [3.69272, 2.01377, 1.64579], [3.42902, -1.07553, 1.15708], [4.54159, -2.13315, 1.45928], [4.07200, -1.68876, 0.74597], [-3.83762, 1.00462, 2.05530], [-3.38010, -0.04677, 0.94220], [-3.10762, 0.70915, 1.50231], [-3.70786, 2.21609, -1.26760], [-3.09796, 1.88302, 0.17865], [-3.11397, 2.49742, -0.57513], [4.67882, 0.97478, -0.97116], [5.17313, -0.07429, -0.04440], [5.11346, 0.89993, -0.11038], [0.58288, 2.55723, 0.64792], [1.91378, 1.98324, 1.55037], [0.97314, 1.94771, 1.29064], [2.87209, 0.57528, 2.22141], [2.66144, -0.51782, 3.36617], [2.41903, -0.27206, 2.46027], [-1.39476, 3.07320, -0.35099], [-0.45017, 3.98089, -1.30880], [-0.52195, 3.49004, -0.48336], [-4.02101, -1.99813, -0.78377], [-5.01558, -1.64616, 0.35098], [-4.13169, -1.43877, 0.00895], [-3.61280, -2.42479, -3.41015], [-3.01621, -1.30386, -2.52547], [-3.46081, -2.15908, -2.49692]],
  "forces_ev_per_a": [[2.0, 0.0, 1.4], [0.6, -0.6, -0.3], [-1.1, -1.7, -0.7], [1.1, 1.2, -0.1], [1.3, 0.6, 0.1], [0.1, 0.0, -1.0], [-0.1, -0.1, -0.5], [-0.4, 0.7, -0.5], [-0.2, -0.3, 0.4], [0.2, 1.2, -0.1], [0.0, 0.7, 0.3], [-0.3, 0.6, 0.7], [-0.5, -0.5, -0.2], [-0.4, -0.6, 0.1], [-0.1, 0.4, -0.1], [-0.4, -0.5, 0.0], [-0.8, -0.3, 0.0], [0.2, 0.0, -0.1], [-0.6, -0.1, 0.3], [-0.2, -0.8, 0.5], [-0.9, 0.4, 0.4], [-0.2, 0.0, 0.3], [0.8, -0.2, -0.4], [0.3, -0.7, 0.3], [-0.2, 0.1, 0.0], [0.0, 0.4, -0.5], [-0.1, -0.3, -0.1], [-0.5, 0.0, 0.3], [0.6, -0.1, -0.1], [-0.2, -0.3, 0.0], [-0.5, -0.3, -0.2], [0.7, 0.5, 0.2], [0.1, 0.5, 0.1], [0.1, 0.1, 0.5], [0.2, -1.0, -0.9], [0.9, 0.9, -0.1], [-0.4, 0.9, -1.0], [-0.8, -1.0, 0.6], [-0.2, -0.4, 0.8], [0.0, 0.3, -0.4], [0.0, 0.2, -0.2], [-0.1, 0.7, -0.9], [-0.5, -0.2, 0.2], [0.7, -0.4, 0.7], [-0.1, 0.2, 0.1], [0.4, 0.1, -0.1], [-0.4, -0.2, 0.2], [0.0, 0.0, 0.1], [-0.1, 0.0, -0.3], [0.2, 0.0, 0.1]],
  "e_lumo_ev": -2.29,
  "homo_energy_ev": -13.73,
  "total_charge": 1,
  "homo_lumo_gap_ev": 11.441,
  "de_lowest_ev": 1.946,
  "e_tot_ev": -27697.7127
}

---

Record 5
{
  "formula": "C16H14Br12F2",
  "method": "ωB97M-V/def2-TZVPD",
  "elements": ["F", "C", "C", "C", "C", "C", "C", "H", "H", "H", "H", "H", "F", "C", "C", "C", "C", "C", "C", "H", "H", "H", "H", "H", "C", "Br", "Br", "Br", "H", "C", "Br", "Br", "Br", "H", "C", "Br", "Br", "Br", "H", "C", "Br", "Br", "Br", "H"],
  "coordinates": [[1.71136, -1.55032, 3.96880], [0.44030, -1.50261, 3.55953], [-0.51720, -0.76751, 4.22090], [-1.84110, -0.81685, 3.75169], [-2.17864, -1.62448, 2.68461], [-1.21120, -2.38089, 2.03476], [0.10552, -2.31619, 2.47249], [-0.31985, -0.12738, 5.06907], [-2.61168, -0.33774, 4.33739], [-3.17188, -1.61393, 2.24948], [-1.39884, -3.06490, 1.21961], [0.87937, -2.88388, 1.97388], [2.61002, 4.63013, -1.64922], [2.97884, 3.37461, -1.90962], [4.31649, 3.05875, -2.07876], [4.69417, 1.73710, -2.25006], [3.71492, 0.76493, -2.41897], [2.36896, 1.07418, -2.32094], [2.01409, 2.39603, -2.04672], [5.09646, 3.80813, -2.15775], [5.72218, 1.42251, -2.36428], [4.03025, -0.25561, -2.60486], [1.59923, 0.35988, -2.57810], [0.98161, 2.68306, -1.88296], [-3.60125, 2.95994, 2.11280], [-4.81629, 3.94796, 0.94134], [-2.64442, 1.57680, 1.10991], [-4.54330, 2.08852, 3.59000], [-2.85126, 3.64587, 2.47608], [-1.26309, -0.84810, -1.19597], [-1.55824, 0.62889, -2.43762], [0.20182, -1.98262, -1.83899], [-2.93033, -1.82487, -1.03486], [-1.06532, -0.36402, -0.25056], [3.09977, 0.75754, 0.99181], [3.63195, -1.10455, 0.71711], [3.72615, 1.43872, 2.70013], [1.14081, 0.89674, 0.97144], [3.50626, 1.39579, 0.21951], [-4.00037, -3.86832, -3.91443], [-3.83841, -5.75074, -4.30278], [-5.67531, -3.15033, -4.55351], [-2.57631, -2.76207, -4.73756], [-3.95625, -3.74814, -2.84381]],
  "forces_ev_per_a": [[0.3, 0.4, 0.3], [-0.6, -0.8, -0.7], [-0.7, 0.3, -0.1], [0.6, -0.6, 0.5], [-0.4, 0.0, -0.9], [1.0, 0.1, 0.4], [0.0, 0.3, 0.3], [0.4, -0.2, 0.1], [0.0, 0.4, -0.2], [-0.1, -0.1, 0.4], [-0.4, 0.2, -0.1], [0.1, 0.0, 0.1], [-0.1, 0.4, 0.0], [0.3, -0.9, -0.3], [0.8, 0.3, 0.0], [-0.7, -0.3, -0.5], [0.1, -0.6, 0.2], [0.2, 0.9, -0.5], [-0.5, 0.0, 0.3], [-0.3, 0.2, 0.4], [0.1, 0.3, 0.1], [-0.1, 0.0, -0.1], [0.1, -0.1, 0.4], [0.0, -0.1, -0.2], [-0.4, -0.7, -0.5], [0.4, -0.4, 0.5], [-0.2, 0.5, 0.1], [0.3, 0.6, -0.4], [-0.1, 0.0, 0.2], [-0.3, 0.0, -1.1], [0.2, -0.2, 0.1], [-0.7, 0.4, 0.7], [0.3, 0.0, 0.2], [0.4, -0.5, 0.2], [-0.6, -0.4, 0.7], [-0.1, 0.7, 0.0], [0.0, -0.2, -0.4], [0.5, 0.1, 0.0], [0.0, -0.2, -0.2], [0.2, 0.5, -0.9], [0.1, 0.3, 0.0], [0.0, -0.2, 0.2], [-0.4, -0.7, 0.5], [0.1, 0.1, 0.0]],
  "e_lumo_ev": -0.59,
  "homo_energy_ev": -9.19,
  "total_charge": 0,
  "homo_lumo_gap_ev": 8.603,
  "e_tot_ev": -862762.3260
}

---

Record 6
{
  "formula": "C5H36N2O11S",
  "method": "ωB97M-V/def2-TZVPD",
  "elements": ["C", "N", "C", "C", "N", "C", "C", "S", "H", "H", "H", "H", "H", "H", "H", "H", "H", "H", "H", "H", "H", "H", "O", "H", "H", "O", "H", "H", "O", "H", "H", "O", "H", "H", "O", "H", "H", "O", "H", "H", "O", "H", "H", "O", "H", "H", "O", "H", "H", "O", "H", "H", "O", "H", "H"],
  "coordinates": [[-1.64808, 4.37268, 0.12837], [-0.66325, 3.32711, -0.20764], [-0.85401, 2.07739, 0.50150], [0.13016, 1.97202, 1.67259], [-0.04863, 0.81134, 2.52596], [-0.60032, 0.87827, -0.46687], [-1.63988, 0.99285, -1.57524], [-1.56998, -0.24278, -2.88505], [-2.57298, 4.20494, -0.42607], [-1.25536, 5.32778, -0.20325], [-1.85754, 4.36127, 1.20059], [0.25938, 3.73102, -0.12289], [-1.89872, 1.97613, 0.79448], [0.18549, 2.91248, 2.23703], [1.12605, 2.03789, 1.20524], [-0.21018, 1.07859, 3.49058], [0.84709, 0.34387, 2.66874], [-0.74657, -0.02783, 0.12592], [0.46167, 0.86500, -0.72442], [-2.65157, 1.11773, -1.19834], [-1.43831, 1.98277, -1.99486], [-1.80066, -1.32253, -2.13679], [3.73538, -2.95684, 0.02698], [3.35464, -2.08840, 0.25772], [4.40960, -3.04519, 0.71256], [1.92241, -3.31046, -2.64973], [2.61849, -3.57862, -3.24393], [1.94540, -3.75292, -1.79471], [-1.03897, -2.40227, 1.64596], [-0.37649, -2.46370, 2.33252], [-0.58319, -2.46105, 0.78072], [-3.93877, -1.39658, 0.08191], [-4.17051, -2.32117, -0.04100], [-3.36362, -1.44159, 0.84845], [3.94907, -1.16739, 2.67515], [4.09856, -0.29671, 3.05916], [3.48775, -0.94743, 1.84590], [2.68863, -0.36152, 0.29919], [1.81453, 0.04629, 0.33942], [2.95496, -0.11258, -0.64246], [-4.15980, 1.65591, 2.16993], [-3.65446, 1.09188, 2.75835], [-4.05316, 1.31101, 1.27913], [0.64388, -2.17002, -0.39351], [0.64225, -2.58611, -1.26069], [1.40036, -1.57108, -0.34647], [1.53743, 2.00271, -3.42643], [1.72978, 2.88004, -3.76376], [0.75641, 2.03479, -2.86773], [-2.93485, -4.18283, 0.96981], [-2.95779, -4.16607, 0.01556], [-2.22424, -3.66216, 1.38754], [3.03871, -0.44522, -2.29636], [2.68932, 0.29140, -2.82462], [2.48453, -1.20412, -2.54416]],
  "forces_ev_per_a": [[0.3, -0.7, -0.3], [-0.6, 0.9, -0.4], [1.1, -0.9, -0.5], [0.3, 1.2, -0.1], [0.9, -0.5, 0.7], [-1.1, 0.1, 1.6], [0.9, 0.5, -0.2], [0.1, 0.2, -0.3], [-0.1, -0.1, 0.1], [0.0, 0.2, 0.2], [-0.2, 0.4, 0.0], [0.2, -0.4, 0.2], [0.0, 0.3, 0.4], [-0.7, 0.0, 0.1], [0.1, -0.6, 0.0], [-0.6, 0.4, -0.1], [-0.1, -0.2, -0.5], [-0.1, -0.1, -0.1], [-0.1, 0.3, -0.9], [-0.1, -0.5, 0.3], [-0.1, -0.2, -0.6], [-0.1, 0.0, 0.2], [0.0, 0.4, 0.4], [0.1, -0.6, -0.4], [0.0, -0.3, -0.1], [-1.0, 0.8, 0.0], [0.4, -0.5, 0.3], [1.0, -0.4, -0.2], [-0.6, -0.1, -0.2], [0.3, 0.0, 0.0], [0.3, 0.2, 0.5], [0.0, 0.2, -0.2], [-0.2, -0.1, 0.1], [0.3, 0.0, 0.3], [-0.3, 0.2, -0.2], [0.2, -0.1, 0.1], [0.2, 0.0, 0.3], [-0.2, 0.8, -0.9], [0.0, 0.2, 0.5], [0.1, -0.7, 0.5], [-0.1, 0.4, 0.0], [0.1, -0.2, -0.1], [0.0, -0.3, 0.1], [-0.4, -0.4, -0.1], [0.0, 0.4, -0.2], [0.1, -0.3, -0.1], [0.4, -0.6, 0.0], [-0.2, 0.1, 0.1], [-0.1, 0.3, 0.0], [-1.0, -0.6, 0.7], [0.7, 0.2, -0.1], [0.1, 0.2, -0.8], [-0.3, 0.3, -0.3], [0.0, 0.1, 0.0], [0.2, -0.1, 0.1]],
  "e_lumo_ev": 0.14,
  "homo_energy_ev": -8.97,
  "total_charge": 0,
  "homo_lumo_gap_ev": 9.104,
  "de_lowest_ev": 1.419,
  "smiles": "CN[C@H](CN)CCS.O.O.O.O.O.O.O.O.O.O.O",
  "e_tot_ev": -42107.4391
}